Entry 1:
DFT (wB97M-V/def2-TZVPD) results for a structure of composition C13H42N12O7Pb.

Values from the calculation:
energy above the lowest of the compared OMol25 structures with the same formula, charge and spin: 0.0 kcal per mole
largest force on an atom: 1.4 eV Å⁻¹
frontier orbital gap: 9.60 eV

The geometry in ORCA input format:
```
! wB97M-V def2-TZVPD RIJCOSX def2/J DEFGRID3
* xyz 2 1
Pb 0.24260 0.01267 0.13465
C -0.60809 3.58244 1.43633
O -0.18644 2.49701 1.01937
N -0.97010 4.58242 0.57830
N -0.80661 3.84143 2.74624
H -1.02228 4.48195 -0.41796
H -1.25122 5.46726 0.96800
H -1.00674 4.77520 3.06111
H -0.55030 3.15475 3.42950
C -1.71281 -3.18903 -0.37238
O -0.77901 -2.44192 -0.62341
N -1.80174 -3.94089 0.76623
N -2.78398 -3.30744 -1.22204
H -0.98130 -4.03988 1.33177
H -2.45417 -4.70787 0.76738
H -3.59585 -3.77979 -0.86044
H -2.87434 -2.66185 -1.98553
C 3.02907 1.99811 -0.76721
O 2.42928 0.91195 -0.68061
N 4.27606 2.04570 -1.31527
N 2.47284 3.17689 -0.42797
H 4.73541 1.18702 -1.54836
H 4.71865 2.94468 -1.37888
H 2.97082 4.03942 -0.56393
H 1.52100 3.23233 -0.10779
C 2.69849 -2.82858 0.95082
O 1.92838 -1.89140 0.72078
N 2.33640 -3.89604 1.71423
N 3.98917 -2.78068 0.54074
H 1.38162 -3.94586 2.01261
H 2.84051 -4.76615 1.70255
H 4.21627 -1.96178 0.00560
H 4.62256 -3.55599 0.60459
C -3.39216 0.67693 0.17734
O -2.25682 0.46347 -0.25526
N -4.25322 -0.32416 0.49774
N -3.82357 1.95030 0.40310
H -5.20182 -0.05874 0.70234
H -4.05746 -1.24333 0.14159
H -3.12894 2.65965 0.24622
H -4.59091 2.16415 1.01584
C -1.54347 -0.60541 4.72103
C -0.79436 -0.03709 3.51843
C 0.70800 -0.12279 3.67420
O 1.42643 0.38441 2.55423
C 2.82137 0.28862 2.78458
N -1.14702 -0.78275 2.28097
H -1.31386 -1.66519 4.84731
H -2.61108 -0.45356 4.57436
H -1.24900 -0.11503 5.65173
H -1.06165 1.01408 3.41012
H 1.03093 -1.15969 3.86526
H 1.05030 0.42571 4.56321
H 3.30439 0.80027 1.95386
H 3.15100 -0.74970 2.84465
H 3.11067 0.82726 3.69290
H -2.16494 -0.77630 2.18236
H -1.02106 -1.76740 2.52536
C 0.74205 -1.43258 -3.24527
C 0.79166 0.07621 -3.45653
C 0.45023 0.42189 -4.90088
O -0.82316 -0.08639 -5.18388
C -1.30154 0.33309 -6.44718
N -0.09489 0.77750 -2.49162
H -0.21544 -1.91560 -3.44555
H 1.01373 -1.73836 -2.23169
H 1.45605 -1.91880 -3.91639
H 1.80763 0.33199 -3.15237
H 1.24199 0.04473 -5.55745
H 0.42915 1.52406 -4.96392
H -0.66246 -0.04989 -7.24590
H -1.47038 1.41111 -6.50450
H -2.27896 -0.13283 -6.59466
H -0.02320 1.75219 -2.78982
H -1.07836 0.57187 -2.66483
*
```

=====

Entry 2:
DFT (wB97M-V/def2-TZVPD) results for a cluster of 8 separate species, C13H42N2O8 in total.

Values from the calculation:
energy above the lowest of the compared OMol25 structures with the same formula, charge and spin: 53.3 kcal per mole
largest force on an atom: 7.4 eV Å⁻¹
structure (SMILES): NC(N)=O.CCO.CCO.CCO.CCO.CCO.CO.CO
frontier orbital gap: 8.45 eV

The geometry in ORCA input format:
```
! wB97M-V def2-TZVPD RIJCOSX def2/J DEFGRID3
* xyz 0 1
N -2.99152 0.23286 2.13232
C -1.88152 0.89786 2.19032
N -1.16752 0.87186 1.11632
O -1.44052 1.50586 3.30932
H -3.59352 0.38686 2.98632
H -3.31652 -0.17114 1.29332
H -0.26052 1.44486 1.04132
H -1.26152 0.14386 0.44332
C 1.96648 4.68586 -2.89368
C 0.59848 4.08886 -2.93868
O -0.02852 4.32686 -1.71868
H 1.93748 5.72286 -3.29368
H 2.64248 4.12686 -3.55468
H 2.41648 4.73886 -1.88168
H 0.78948 3.04586 -2.97568
H 0.02848 4.52586 -3.83368
H -0.93452 3.98786 -1.80068
C 2.95548 -0.70314 -1.96968
C 3.83948 0.44486 -1.61968
O 3.03948 1.59386 -1.49468
H 2.60548 -0.67514 -3.01568
H 2.18348 -0.82214 -1.30868
H 3.55248 -1.63614 -1.85968
H 4.68848 0.53786 -2.31768
H 4.33148 0.14086 -0.62968
H 3.59948 2.38686 -1.54868
C 2.10148 4.27086 1.05532
C 1.38748 3.08086 1.78632
O 1.15448 2.06086 0.84432
H 3.17248 4.20086 0.76532
H 1.97648 5.12886 1.60632
H 1.54148 4.51086 0.18432
H 0.39148 3.36086 2.19632
H 1.97048 2.73686 2.66732
H 1.90748 1.99886 0.27532
C -0.01052 -2.18014 2.22532
C 1.19548 -1.72914 1.40132
O 1.32048 -2.58714 0.32432
H -0.31552 -1.40914 2.90332
H 0.19648 -3.08314 2.80732
H -0.89952 -2.43014 1.58932
H 2.06548 -1.59514 2.06132
H 1.00148 -0.70614 0.99632
H 1.68448 -3.41014 0.62532
C -2.49352 -4.75114 0.78032
C -1.50652 -5.17014 1.76932
O -1.89152 -6.37114 2.34532
H -3.58152 -4.65414 1.03432
H -2.41552 -5.44614 -0.03168
H -2.24152 -3.72214 0.44432
H -1.38552 -4.50514 2.62432
H -0.50352 -5.14414 1.37832
H -1.17252 -6.85214 2.74132
C -4.26352 -1.39414 -0.99868
O -4.68052 -0.78514 0.23532
H -5.12952 -1.82714 -1.52168
H -3.60052 -2.16814 -0.93968
H -3.87852 -0.55414 -1.62568
H -4.68952 -1.41114 0.95632
C -0.44952 -0.25114 -1.75268
O -0.91852 -1.15314 -0.76768
H 0.18648 0.61386 -1.39868
H -1.24052 0.25586 -2.26068
H -0.01652 -0.89614 -2.53768
H -0.26752 -1.86314 -0.64668
*
```